No. 1
Entry from the OMol25 dataset: a structure of composition C22H57LiO24S7 at a distorted geometry (ωB97M-V/def2-TZVPD).

Computed properties:
largest force on an atom: 0.112 Eh/bohr
gap between HOMO and LUMO: 10.23 eV
LUMO: 0.2 eV
energy above the lowest of the compared OMol25 structures with the same formula, charge and spin: 5.0 kcal/mol
E_HOMO: -10.1 eV

Geometry (Å):
Li (-1.240, 0.610, 3.161)
O (0.404, 0.613, 0.040)
C (-0.184, 0.737, 1.207)
O (-0.567, 1.836, 1.571)
O (-0.325, -0.365, 1.813)
H (0.829, -0.217, 0.034)
O (-1.181, 3.577, 6.050)
S (-0.874, 2.900, 4.816)
O (-0.334, 1.558, 4.859)
O (-2.006, 2.756, 3.771)
C (-2.854, 3.969, 3.406)
C (-4.247, 3.555, 3.523)
C (0.398, 3.894, 4.027)
H (-2.494, 4.241, 2.432)
H (-2.567, 4.705, 4.212)
H (-4.967, 4.362, 3.742)
H (-4.358, 2.821, 4.343)
H (-4.552, 2.993, 2.671)
H (0.425, 3.494, 2.995)
H (1.320, 3.848, 4.609)
H (-0.052, 4.901, 4.067)
O (3.170, 1.303, -2.172)
S (2.985, 2.606, -2.577)
O (1.980, 2.969, -3.520)
O (2.746, 3.598, -1.316)
C (3.437, 3.360, -0.081)
C (3.147, 4.539, 0.758)
C (4.439, 3.386, -3.215)
H (4.457, 3.295, -0.366)
H (3.037, 2.514, 0.557)
H (2.135, 4.548, 1.109)
H (3.535, 5.445, 0.215)
H (3.740, 4.388, 1.648)
H (5.280, 3.370, -2.592)
H (4.186, 4.434, -3.452)
H (4.553, 2.863, -4.169)
O (-2.925, 3.540, -3.223)
S (-3.052, 2.288, -2.582)
O (-4.368, 1.682, -2.563)
O (-2.110, 1.213, -3.260)
C (-0.754, 1.493, -3.637)
C (0.051, 0.160, -3.569)
C (-2.433, 2.429, -0.910)
H (-0.284, 2.230, -2.943)
H (-0.656, 1.967, -4.592)
H (1.071, 0.365, -3.830)
H (-0.425, -0.576, -4.192)
H (0.012, -0.210, -2.566)
H (-1.404, 2.713, -0.919)
H (-2.517, 1.468, -0.466)
H (-3.012, 3.221, -0.416)
O (3.344, -2.326, 0.611)
S (3.550, -1.799, 1.923)
O (4.787, -2.116, 2.535)
O (3.309, -0.178, 1.866)
C (4.004, 0.624, 2.797)
C (3.174, 0.957, 4.071)
C (2.216, -2.102, 2.975)
H (4.359, 1.545, 2.283)
H (4.980, 0.235, 3.082)
H (3.206, 0.153, 4.780)
H (2.071, 1.039, 3.881)
H (3.550, 1.768, 4.574)
H (2.381, -1.682, 3.973)
H (2.165, -3.197, 3.121)
H (1.302, -1.763, 2.426)
O (-2.938, -0.091, 3.624)
S (-3.786, -1.036, 2.863)
O (-4.834, -1.554, 3.635)
O (-4.256, -0.221, 1.572)
C (-5.411, -0.839, 0.909)
C (-5.672, -0.085, -0.333)
C (-2.779, -2.292, 2.177)
H (-6.232, -0.856, 1.572)
H (-5.039, -1.851, 0.646)
H (-5.989, 0.947, -0.178)
H (-6.481, -0.601, -0.959)
H (-4.832, -0.038, -0.986)
H (-1.996, -1.807, 1.574)
H (-3.435, -2.970, 1.636)
H (-2.359, -2.703, 3.071)
O (-3.778, -3.320, -1.006)
S (-2.799, -2.581, -1.752)
O (-2.037, -1.593, -1.057)
O (-1.792, -3.647, -2.367)
C (-0.905, -4.407, -1.521)
C (-1.395, -5.814, -1.263)
C (-3.467, -1.939, -3.234)
H (-0.752, -3.856, -0.561)
H (-0.003, -4.337, -2.075)
H (-2.507, -5.811, -0.939)
H (-0.801, -6.416, -0.583)
H (-1.292, -6.312, -2.207)
H (-2.698, -1.545, -3.924)
H (-4.059, -1.093, -2.892)
H (-4.032, -2.791, -3.576)
O (3.581, -1.698, -5.267)
S (2.886, -2.451, -4.298)
O (1.500, -2.770, -4.498)
O (3.640, -3.841, -4.025)
C (3.048, -4.703, -3.031)
C (4.171, -5.289, -2.259)
C (3.061, -1.684, -2.680)
H (2.500, -5.534, -3.631)
H (2.277, -4.137, -2.411)
H (3.621, -5.968, -1.549)
H (4.810, -4.554, -1.754)
H (4.759, -5.905, -2.955)
H (4.174, -1.428, -2.511)
H (2.829, -2.359, -1.845)
H (2.508, -0.765, -2.562)

Cartesian forces (eV/Å) of the 2 atoms listed first:
-0.001 0.275 0.281
0.614 2.263 -2.043

No. 2
Entry from the OMol25 dataset: a cluster of 5 separate species, C22H57N3O8 in total at a distorted geometry (ωB97M-V/def2-TZVPD).

Computed properties:
largest force on an atom: 0.327 Eh/bohr
gap between HOMO and LUMO: 9.07 eV
SMILES: COCCNCCOC.COCCNCCOC.COCCNCCOC.CCO.CCO
LUMO: 0.7 eV
energy above the lowest of the compared OMol25 structures with the same formula, charge and spin: 166.8 kcal/mol
E_HOMO: -8.4 eV

Geometry (Å):
C (11.841, 23.666, -17.248)
O (12.326, 22.686, -18.202)
C (11.543, 22.564, -19.366)
C (12.311, 21.798, -20.420)
N (11.372, 21.071, -21.306)
C (12.233, 20.231, -22.127)
C (11.247, 19.370, -22.914)
O (11.537, 18.544, -23.790)
C (12.366, 18.982, -24.887)
H (12.412, 23.560, -16.349)
H (10.807, 23.617, -17.003)
H (12.052, 24.723, -17.533)
H (11.277, 23.574, -19.656)
H (10.602, 22.169, -19.124)
H (12.820, 21.152, -19.775)
H (12.867, 22.501, -20.932)
H (10.795, 20.405, -20.709)
H (12.823, 19.523, -21.553)
H (12.903, 20.789, -22.844)
H (10.431, 20.021, -23.255)
H (10.649, 18.908, -22.134)
H (12.729, 18.026, -25.314)
H (13.286, 19.517, -24.481)
H (11.777, 19.531, -25.592)
C (18.980, 20.619, -18.175)
O (17.994, 21.325, -17.424)
C (18.040, 20.889, -16.054)
C (19.235, 21.434, -15.306)
N (18.889, 21.559, -13.877)
C (19.950, 22.042, -13.066)
C (19.577, 21.911, -11.568)
O (20.163, 22.419, -10.656)
C (21.381, 21.747, -10.200)
H (19.983, 20.936, -17.915)
H (18.896, 20.920, -19.204)
H (18.771, 19.581, -17.978)
H (18.053, 19.769, -15.998)
H (17.119, 21.098, -15.544)
H (19.448, 22.390, -15.767)
H (20.177, 20.910, -15.481)
H (18.435, 20.755, -13.478)
H (20.101, 23.022, -13.416)
H (20.813, 21.456, -13.270)
H (19.547, 20.821, -11.349)
H (18.609, 22.284, -11.531)
H (22.045, 21.416, -11.058)
H (21.118, 20.964, -9.506)
H (21.959, 22.525, -9.744)
C (14.174, 21.178, -15.056)
O (13.409, 20.048, -15.458)
C (13.649, 19.579, -16.804)
C (15.035, 18.892, -16.904)
N (15.285, 18.395, -18.275)
C (15.441, 19.443, -19.283)
C (15.612, 18.898, -20.639)
O (15.682, 19.770, -21.418)
C (16.017, 19.263, -22.732)
H (13.715, 22.120, -15.413)
H (15.142, 21.155, -15.519)
H (14.257, 21.043, -13.985)
H (13.579, 20.399, -17.491)
H (12.844, 18.883, -17.121)
H (14.915, 18.024, -16.298)
H (15.920, 19.499, -16.561)
H (14.588, 17.621, -18.463)
H (16.433, 19.929, -19.109)
H (14.727, 20.228, -19.277)
H (14.768, 18.251, -20.930)
H (16.455, 18.161, -20.546)
H (16.208, 20.062, -23.463)
H (15.097, 18.760, -23.012)
H (16.857, 18.585, -22.709)
C (16.052, 22.867, -19.781)
C (15.962, 22.841, -18.361)
O (14.839, 23.610, -17.939)
H (15.961, 23.850, -20.214)
H (15.243, 22.368, -20.329)
H (17.038, 22.458, -20.104)
H (16.830, 23.164, -17.883)
H (15.809, 21.900, -17.884)
H (14.018, 23.104, -18.085)
C (16.715, 23.977, -14.837)
C (16.562, 23.732, -13.371)
O (15.458, 24.398, -12.794)
H (15.699, 23.997, -15.193)
H (17.178, 23.211, -15.386)
H (17.207, 24.858, -15.182)
H (17.495, 23.790, -12.793)
H (16.279, 22.687, -13.322)
H (15.636, 24.242, -11.865)

Cartesian forces (eV/Å) of the 2 atoms listed first:
1.294 0.794 -0.814
-0.284 0.425 1.349

No. 3
Entry from the OMol25 dataset: a cluster of 7 separate species, C22H57N4O10 in total at a distorted geometry (ωB97M-V/def2-TZVPD).

Computed properties:
largest force on an atom: 0.110 Eh/bohr
gap between HOMO and LUMO (spin up / spin down): 3.67 / 4.83 eV
multiplicity: 2
LUMO (spin up / spin down): -0.8 / -0.9 eV
E_HOMO (spin up / spin down): -4.5 / -5.8 eV

Geometry (Å):
C (3.939, -2.301, 2.825)
C (2.732, -1.861, 1.973)
C (2.046, -2.906, 1.112)
O (3.017, -3.581, 0.271)
C (2.528, -4.552, -0.644)
N (1.698, -1.097, 2.802)
H (2.126, -0.324, 3.290)
H (1.005, -0.625, 2.239)
H (1.214, -1.765, 3.385)
H (4.610, -2.839, 2.156)
H (3.675, -2.908, 3.692)
H (4.464, -1.498, 3.342)
H (2.879, -1.012, 1.306)
H (1.292, -2.658, 0.365)
H (1.605, -3.673, 1.748)
H (1.747, -5.231, -0.302)
H (3.307, -5.107, -1.167)
H (2.100, -3.940, -1.438)
C (-3.090, -1.996, 3.702)
C (-3.436, -2.484, 2.277)
C (-4.563, -1.702, 1.607)
O (-5.092, -2.340, 0.488)
C (-6.310, -1.808, 0.036)
N (-2.119, -2.535, 1.424)
H (-1.698, -1.620, 1.348)
H (-1.523, -3.289, 1.737)
H (-2.214, -2.747, 0.441)
H (-2.839, -0.935, 3.682)
H (-2.262, -2.503, 4.198)
H (-3.953, -1.990, 4.368)
H (-3.713, -3.537, 2.330)
H (-4.352, -0.637, 1.511)
H (-5.399, -1.692, 2.308)
H (-7.219, -2.170, 0.516)
H (-6.577, -2.156, -0.962)
H (-6.196, -0.723, 0.026)
C (4.559, 2.655, -3.191)
C (3.406, 2.917, -2.285)
C (2.251, 3.519, -3.057)
O (2.569, 4.613, -3.886)
C (1.436, 5.215, -4.551)
N (2.979, 1.570, -1.622)
H (2.719, 0.860, -2.292)
H (3.669, 1.320, -0.928)
H (2.188, 1.772, -1.028)
H (5.446, 2.452, -2.591)
H (4.742, 3.516, -3.834)
H (4.477, 1.774, -3.826)
H (3.782, 3.555, -1.485)
H (1.583, 3.935, -2.303)
H (1.680, 2.791, -3.634)
H (0.519, 4.630, -4.627)
H (1.653, 5.462, -5.590)
H (1.171, 6.216, -4.211)
C (-0.892, -0.933, -4.861)
C (-1.063, -0.865, -3.387)
C (-2.535, -1.266, -3.038)
O (-3.085, -1.050, -1.689)
C (-3.790, 0.233, -1.731)
N (-0.023, -1.556, -2.516)
H (-0.188, -2.549, -2.433)
H (0.869, -1.412, -2.968)
H (-0.013, -1.237, -1.558)
H (-0.894, -1.873, -5.412)
H (0.101, -0.550, -5.095)
H (-1.535, -0.310, -5.483)
H (-0.940, 0.180, -3.103)
H (-2.674, -2.347, -3.032)
H (-3.149, -0.917, -3.868)
H (-4.534, 0.116, -2.519)
H (-3.075, 1.056, -1.757)
H (-4.422, 0.265, -0.843)
C (1.985, 3.084, 2.306)
C (3.438, 2.823, 2.170)
O (4.046, 3.377, 1.267)
O (3.963, 1.847, 2.798)
H (1.826, 4.157, 2.411)
H (1.467, 2.692, 3.182)
H (1.529, 2.598, 1.444)
C (-1.018, 1.269, 4.585)
C (0.330, 1.352, 5.281)
O (0.606, 2.352, 6.020)
O (1.153, 0.468, 5.256)
H (-1.763, 0.865, 5.270)
H (-0.902, 0.661, 3.688)
H (-1.180, 2.310, 4.306)
C (-1.603, 2.054, 0.393)
C (-0.569, 0.968, 0.188)
O (-0.613, 0.022, 0.945)
O (0.300, 1.119, -0.690)
H (-2.467, 1.763, 0.990)
H (-1.969, 2.474, -0.543)
H (-0.974, 2.730, 0.973)

Cartesian forces (eV/Å) of the 2 atoms listed first:
-0.461 0.139 -0.228
-0.555 2.251 -0.534

> Which value of largest force on an atom does entry 3 give?

0.110 Eh/bohr

> Among the records above, which one has the lowest largest force on an atom?

C22H57N4O10

> Which formula does entry 2 have?

C22H57N3O8

> largest force on an atom of number 1 (C22H57LiO24S7)?

0.112 Eh/bohr